# 1
C33H42NO16 | ωB97M-V with the def2-TZVPD basis set

Each line ends with the Mulliken charge.
Positions of all 92 atoms, in Å:
1 O 0.034 0.045 -1.140  1.07
2 H -0.316 -0.838 -1.508  0.55
3 H 1.067 0.092 -1.297  -0.03
4 H -0.169 0.138 -0.171  0.03
5 C 4.820 0.261 -1.548  -0.55
6 C 3.599 0.220 -0.911  0.56
7 C 3.353 -0.936 0.084  -0.26
8 O 2.193 -1.095 0.558  -0.49
9 C 4.410 -1.721 0.524  -0.54
10 C 5.693 -1.634 -0.072  0.42
11 C 5.906 -0.572 -1.121  0.26
12 O 6.989 -0.486 -1.661  -0.67
13 O 6.598 -2.333 0.280  -0.68
14 O 2.594 0.939 -1.321  -1.15
15 H 4.875 0.874 -2.435  0.37
16 H 4.178 -2.469 1.269  0.43
17 C -5.162 -1.166 2.072  -0.57
18 O -4.955 -1.504 0.751  -0.41
19 C -3.623 -1.613 0.497  -0.16
20 C -3.340 -1.762 -0.992  -0.78
21 N -1.874 -2.077 -1.179  -0.10
22 C -1.706 -2.312 -2.623  -1.01
23 C -0.350 -2.879 -2.953  -0.50
24 O 0.663 -1.913 -2.701  -0.23
25 C 1.960 -2.424 -2.644  -0.83
26 H -6.218 -1.328 2.290  0.30
27 H -4.894 -0.145 2.350  0.10
28 H -4.610 -1.871 2.707  0.33
29 H -3.216 -2.507 0.988  0.30
30 H -3.008 -0.808 0.927  0.18
31 H -3.645 -0.928 -1.613  0.31
32 H -3.835 -2.721 -1.244  0.31
33 H -1.638 -2.928 -0.674  0.08
34 H -1.842 -1.431 -3.253  0.41
35 H -2.421 -3.092 -2.931  0.48
36 H -0.211 -3.105 -4.024  0.36
37 H -0.144 -3.798 -2.380  0.39
38 H 2.111 -3.228 -3.390  0.42
39 H 2.172 -2.879 -1.673  0.11
40 H 2.666 -1.642 -2.896  0.19
41 C -3.487 3.141 0.140  -0.90
42 C -2.221 2.585 0.023  -0.05
43 C -1.615 1.971 1.106  0.00
44 C -2.329 1.877 2.286  -0.38
45 C -3.548 2.502 2.460  -0.70
46 C -4.112 3.151 1.378  0.75
47 O -5.343 3.778 1.556  -0.59
48 O -0.297 1.603 1.057  -0.29
49 H -3.940 3.635 -0.710  0.37
50 H -1.715 2.731 -0.930  0.65
51 H -1.899 1.289 3.091  0.42
52 H -4.010 2.425 3.432  0.47
53 H -5.354 4.587 1.032  0.31
54 H 0.182 2.364 0.670  -0.03
55 C 3.027 3.559 1.255  -0.70
56 C 3.350 4.264 2.417  -0.45
57 C 2.424 5.109 3.004  0.34
58 C 1.244 5.388 2.358  -0.50
59 C 0.960 4.765 1.154  0.00
60 C 1.820 3.814 0.631  0.11
61 O 1.406 3.144 -0.452  -0.45
62 O 2.754 5.777 4.160  -0.59
63 H 3.785 2.855 0.932  0.49
64 H 4.274 3.953 2.895  0.32
65 H 0.481 5.989 2.835  0.39
66 H -0.004 4.979 0.712  0.44
67 H 2.103 2.426 -0.712  0.32
68 H 3.154 5.161 4.779  0.31
69 C 0.039 -4.632 2.987  -0.37
70 C -0.473 -4.661 4.273  -0.55
71 C -0.470 -3.504 5.032  0.76
72 C 0.019 -2.334 4.499  -0.87
73 C 0.447 -2.285 3.176  -0.21
74 C 0.531 -3.461 2.438  -0.03
75 O 1.052 -3.501 1.180  -0.62
76 O -0.965 -3.561 6.337  -0.60
77 H 0.121 -5.529 2.381  0.39
78 H -0.806 -5.581 4.736  0.39
79 H 0.086 -1.437 5.109  0.32
80 H 0.803 -1.342 2.767  0.71
81 H 1.572 -2.661 0.996  0.24
82 H -1.275 -2.687 6.593  0.29
83 C 0.627 0.485 -6.653  -0.38
84 C -0.905 0.746 -6.512  -0.35
85 O -1.014 1.351 -5.240  -0.35
86 C 0.166 1.246 -4.564  0.63
87 O 0.325 1.629 -3.507  -0.31
88 O 1.083 0.588 -5.311  -0.31
89 H 1.065 1.235 -7.307  0.27
90 H 0.837 -0.534 -6.966  0.28
91 H -1.494 -0.171 -6.560  0.28
92 H -1.164 1.354 -7.380  0.28

Net charge: -1
HOMO-LUMO gap (eV): 5.8
E_LUMO (eV): 1.87

=====

# 2
C27H30N4O3 | ωB97M-V with the def2-TZVPD basis set

Each line ends with the Mulliken charge.
Positions of all 64 atoms, in Å:
1 N 2.257 -1.438 0.898  0.17
2 C 1.778 -1.350 2.221  0.23
3 O 1.224 -0.359 2.710  -0.69
4 N 1.976 -2.482 3.006  -0.01
5 C 2.847 -3.551 2.762  0.37
6 O 3.127 -4.321 3.680  -0.66
7 C 3.288 -3.556 1.392  -0.82
8 C 2.927 -2.579 0.532  0.19
9 H 1.641 -2.370 3.959  0.26
10 H 3.962 -4.339 1.071  0.40
11 H 3.257 -2.614 -0.506  0.56
12 C -3.784 2.493 -2.317  -1.02
13 N -3.014 1.847 -1.285  0.30
14 C -3.546 1.619 -0.043  0.24
15 O -4.686 1.914 0.308  -0.73
16 C -2.452 0.961 0.796  0.15
17 C -2.847 -0.396 1.390  -0.61
18 C -4.068 -0.323 2.279  0.52
19 C -5.190 -1.108 1.997  -0.39
20 C -6.363 -0.941 2.738  -0.56
21 C -6.395 -0.027 3.802  -0.42
22 C -5.245 0.702 4.127  -0.65
23 C -4.075 0.543 3.377  -0.20
24 N -1.349 0.859 -0.156  0.36
25 C -0.135 0.382 0.243  -0.36
26 C 0.951 0.147 -0.528  -0.28
27 C 2.279 -0.216 0.065  1.20
28 C 3.490 -0.234 -0.886  -1.01
29 C 4.784 -0.493 -0.399  0.01
30 C 5.897 -0.497 -1.252  -0.90
31 C 5.769 -0.144 -2.605  1.05
32 C 6.999 0.028 -3.455  -1.35
33 C 4.486 0.108 -3.092  -1.10
34 C 3.368 0.013 -2.261  -0.34
35 C -1.619 1.457 -1.463  0.30
36 C -1.482 0.429 -2.596  -1.57
37 C -0.740 2.688 -1.759  -1.60
38 H -4.805 2.643 -1.960  0.37
39 H -3.354 3.465 -2.586  0.30
40 H -3.810 1.875 -3.222  0.31
41 H -2.163 1.644 1.618  0.15
42 H -3.033 -1.083 0.551  0.35
43 H -1.975 -0.779 1.945  0.34
44 H -5.147 -1.810 1.159  0.32
45 H -7.252 -1.518 2.478  0.36
46 H -7.310 0.107 4.383  0.36
47 H -5.250 1.409 4.959  0.35
48 H -3.171 1.111 3.607  0.35
49 H -0.064 0.236 1.318  0.85
50 H 0.938 0.425 -1.580  -0.49
51 H 2.475 0.618 0.780  0.18
52 H 4.948 -0.717 0.659  0.47
53 H 6.893 -0.740 -0.863  0.37
54 H 6.739 0.422 -4.443  0.35
55 H 7.706 0.731 -2.989  0.32
56 H 7.531 -0.924 -3.588  0.31
57 H 4.354 0.396 -4.140  0.29
58 H 2.380 0.144 -2.706  0.40
59 H -2.263 -0.337 -2.501  0.35
60 H -1.568 0.931 -3.568  0.49
61 H -0.519 -0.080 -2.556  0.35
62 H -1.094 3.543 -1.168  0.39
63 H 0.309 2.492 -1.514  0.34
64 H -0.812 2.943 -2.825  0.43

HOMO-LUMO gap (eV): 8.4
Energy relative to the best compared isomer or geometry (same formula, charge and spin) (kJ/mol): 140.8
SMILES string: Cc1ccc([C@@H](/C=C/N2[C@H](Cc3ccccc3)C(=O)N(C)C2(C)C)n2ccc(=O)[nH]c2=O)cc1
E_LUMO (eV): 0.34

=====

# 3
C5H5ClFN | ωB97M-V with the def2-TZVPD basis set

Each line ends with the Mulliken charge.
Positions of all 13 atoms, in Å:
1 C -0.919 -0.743 0.875  -0.36
2 C 0.312 -1.496 0.536  0.00
3 C 1.033 0.067 -1.038  -0.22
4 C 1.300 1.270 -0.589  -0.59
5 C -1.518 0.228 0.241  0.57
6 N 1.036 -1.223 -0.445  -0.56
7 F -1.476 0.742 -0.974  -0.18
8 Cl -2.661 1.140 1.252  -0.20
9 H -1.273 -0.896 1.878  0.31
10 H 0.455 -2.336 1.186  0.38
11 H 0.691 -0.203 -2.061  0.33
12 H 1.148 2.085 -1.252  0.31
13 H 1.871 1.365 0.393  0.22

HOMO-LUMO gap (eV): 9.0
Energy relative to the best compared isomer or geometry (same formula, charge and spin) (kJ/mol): 209.9
SMILES string: C=C/N=C\C=C(/F)Cl
E_LUMO (eV): 0.14

=====

# 4
C5H5N2P | ωB97M-V with the def2-TZVPD basis set

Each line ends with the Mulliken charge.
Positions of all 13 atoms, in Å:
1 C 0.062 -0.057 -1.049  -0.68
2 C 0.686 -1.249 -1.080  -0.24
3 C -2.476 0.867 0.465  0.09
4 C 1.683 -0.499 1.202  -0.06
5 C 0.321 0.797 -0.054  -0.24
6 N -2.792 1.798 1.015  -0.35
7 N 1.011 0.620 1.066  -0.50
8 P 1.851 -1.812 0.070  -0.13
9 H -0.654 0.297 -1.810  0.53
10 H 0.626 -1.897 -1.947  0.35
11 H -2.263 -0.085 -0.038  0.32
12 H 2.270 -0.461 2.227  0.32
13 H -0.325 1.681 -0.067  0.60

HOMO-LUMO gap (eV): 9.4
Energy relative to the best compared isomer or geometry (same formula, charge and spin) (kJ/mol): 88.6
SMILES string: c1cncpc1.C#N
E_LUMO (eV): -0.24